[1]
An isolated molecule of C12H19I in a non-equilibrium geometry, computed with ωB97M-V with the def2-TZVPD basis set.

Results
Electronic energy: -766.23858 Ha
Max |F|: 0.1052 Eh/bohr
SMILES: CC[C@H]1[C@H](C)[C@@]2(C)C(I)=CCC[C@@H]12
Frontier orbital gap: 9.17 eV
Lowest unoccupied orbital energy: 0.586 eV
Relative energy (zero: lowest compared OMol25 entry of this formula, charge and spin): 0.0 kJ/mol
Highest occupied orbital energy: -8.6 eV

The geometry in ORCA input format:
```
! wB97M-V def2-TZVPD RIJCOSX def2/J DEFGRID3
* xyz 0 1
H -1.4457 -1.2950 2.2510
H -0.9520 3.2027 -0.2933
C -0.8870 0.3254 -0.6804
H -2.4229 2.3398 -0.7130
H 0.9458 2.3928 0.7903
C 0.1223 -1.0988 0.6576
C -0.8220 -1.8362 1.6085
H 2.7990 1.4244 2.1169
C 2.4442 -0.5242 1.5273
C -1.4844 2.7947 -1.1245
C 1.9733 0.8025 1.9500
H 1.7476 1.1542 -0.3326
C 1.0337 1.3222 0.6235
H -1.5328 -2.3843 0.9658
I 2.3361 -3.2006 -0.0219
H 0.7578 -0.8825 -1.4671
C 1.6100 -1.3686 0.8805
H -0.1888 -2.9283 -1.9456
H 1.2565 0.9581 2.7450
H -1.6572 -2.6064 -1.1592
H -1.4167 1.3307 -2.5991
H 0.2910 1.7989 -1.8935
H -1.1951 -1.7950 -2.6868
C -0.2015 -1.0313 -0.9182
C -0.8008 1.5953 -1.7501
H -0.2009 -2.6142 2.1218
C -0.8868 -2.1380 -1.7292
H -0.8433 0.7512 1.4005
H 3.5379 -0.7538 1.3397
H -1.7920 3.6358 -1.7333
C -0.1482 0.5036 0.6050
H -1.9772 0.1250 -0.5357
*
```

Here are the Mulliken charges for atoms 1 to 5, given in e: 0.3671, 0.2335, -0.5174, 0.2956, 0.4019

***

[2]
A structure of composition C12H19MnNSi in a non-equilibrium geometry, computed with ωB97M-V with the def2-TZVPD basis set.

Results
Electronic energy: -1963.67640 Ha
Max |F|: 0.0776 Eh/bohr
Frontier orbital gap (alpha / beta): 8.17 / 8.59 eV
Expectation value of S²: 3.866
Lowest unoccupied orbital energy (alpha / beta): 0.462 / -0.132 eV
Highest occupied orbital energy (alpha / beta): -7.7 / -8.7 eV

The geometry in ORCA input format:
```
! wB97M-V def2-TZVPD RIJCOSX def2/J DEFGRID3
* xyz 0 4
H 2.4447 0.6909 1.7659
H 2.0309 -3.2697 -1.2005
C 2.0876 -2.2775 -1.6155
C 0.1701 0.1660 0.1678
C 0.9855 -1.5271 -2.1976
H 1.8452 2.0475 -0.0254
H 3.6028 0.5585 -2.7038
H -4.6022 -0.9988 1.6943
H -0.0505 -1.8687 -2.2571
C -2.6866 1.4812 2.6431
H 3.5038 1.6190 -0.8289
H 4.2902 -1.7258 -1.4224
Mn 1.8995 -0.4840 -0.5010
H -2.1100 0.9109 3.3825
C 2.5965 1.3240 -0.2986
N 2.3985 -1.5849 0.8546
H -3.6297 -1.7140 0.3885
C 1.4973 -0.2590 -2.6509
C -3.7852 1.4914 -0.2248
H -3.3354 2.4687 -0.4399
H -3.6896 1.6660 3.0465
C 3.2839 -1.4525 -1.7395
C 2.9252 0.4301 0.8106
C -3.5797 -1.1288 1.3156
H 4.0101 0.2327 0.9096
Si -2.7671 0.5366 1.0279
C 2.9127 -0.2325 -2.4045
H 0.9226 0.5362 -3.1383
H -3.8720 0.9461 -1.1733
H -4.7999 1.6635 0.1588
H 1.7183 -1.2912 1.6212
H -3.0141 -1.7136 2.0521
H -2.1834 2.4451 2.4958
C -1.0199 0.3137 0.4871
*
```

Here are the Mulliken charges for atoms 1 to 5, given in e: 0.3313, 0.4656, -0.4865, -0.0072, -0.5734

***

[3]
A structure of composition C12H19MoN5O2S, computed with ωB97M-V with the def2-TZVPD basis set.

Results
Electronic energy: -1357.77515 Ha
Max |F|: 0.0056 Eh/bohr
Frontier orbital gap (alpha / beta): 6.65 / 6.25 eV
Expectation value of S²: 2.025
Lowest unoccupied orbital energy (alpha / beta): -15.125 / -15.526 eV
Highest occupied orbital energy (alpha / beta): -21.8 / -21.8 eV

The geometry in ORCA input format:
```
! wB97M-V def2-TZVPD RIJCOSX def2/J DEFGRID3
* xyz 4 3
N -3.8861 0.0219 -1.2016
N 1.8589 -0.4445 3.6582
H -6.0349 -0.0203 -1.1645
H 1.5859 3.5893 2.2881
H 3.9991 -1.8917 -4.0630
O 0.8367 0.1202 1.7066
C 2.0211 2.7352 1.7720
C 1.6592 0.4567 2.7173
H 3.8038 0.4325 -3.1489
H -0.0443 -3.8067 -1.9766
H -0.8650 -3.2644 0.1823
C 2.4546 -2.6697 -2.7854
C 0.6141 -3.3771 -1.2208
H 2.8179 1.8504 3.5175
H -3.7168 3.2045 1.5525
C -5.1209 0.3903 -0.7635
H -3.7259 -0.6155 -1.9732
C -2.9558 2.4935 1.2416
H 2.5136 -3.6808 -3.1711
H -5.6411 1.8726 0.8040
C 3.2817 -1.6659 -3.2822
H 1.3553 2.4251 0.9719
C -2.9415 0.6999 -0.5245
H 2.9826 3.0312 1.3574
H -2.1731 3.0374 0.7170
H 2.1501 0.8774 -1.3631
C -4.9226 1.3292 0.2098
H 2.4313 -0.2450 4.4709
C 1.5520 -2.3617 -1.7956
H -2.5672 1.9908 2.1255
S -1.2399 0.7388 -0.9809
N 1.4589 -1.0975 -1.2921
N -3.5752 1.5187 0.3344
H 1.3741 -1.3283 3.6631
H 1.1349 -4.1700 -0.6816
Mo 0.1016 -0.6832 0.1733
O -0.2395 -2.6473 -0.2408
C 3.1797 -0.3686 -2.7745
N 2.2167 1.6371 2.7267
C 2.2663 -0.1143 -1.7862
*
```

Here are the Mulliken charges for atoms 1 to 5, given in e: 0.0500, -0.3567, 0.4501, 0.3271, 0.4880

***

[4]
An isolated molecule of C12H19N2P in a non-equilibrium geometry, computed with ωB97M-V with the def2-TZVPD basis set.

Results
Electronic energy: -919.33461 Ha
Max |F|: 0.1165 Eh/bohr
SMILES: C=Nc1nc(P(=C)(C)C)c(C)c(C)c1C
Frontier orbital gap: 7.59 eV
Lowest unoccupied orbital energy: 0.291 eV
Relative energy (zero: lowest compared OMol25 entry of this formula, charge and spin): 317.6 kJ/mol
Highest occupied orbital energy: -7.3 eV

The geometry in ORCA input format:
```
! wB97M-V def2-TZVPD RIJCOSX def2/J DEFGRID3
* xyz 0 1
H -2.7972 -3.0336 -0.7399
H -1.7396 -3.2254 0.5093
C -3.8120 0.2625 0.1479
H 0.7245 -2.7065 0.8636
N -0.2288 1.1910 0.0206
H 2.6328 2.6760 1.0751
H 1.4099 -2.3307 -0.9202
H 2.6532 -1.4756 0.9319
H -4.2769 0.8014 -0.6694
C 2.9594 -0.4688 1.3153
H 2.7813 -0.8383 -2.0728
H -4.3004 -0.7525 0.1686
C -1.6785 -1.1479 -0.0236
H 2.0594 -0.3024 1.8872
C -2.3655 0.1148 0.0056
H -3.9752 0.8840 1.1115
C 3.0105 2.2744 0.2156
C -2.3759 -2.4293 0.1900
H -0.2032 -3.1805 -0.7021
H -0.5479 3.6552 0.8179
C 0.4704 -2.5369 -0.2579
H -3.2268 -2.4761 0.9272
C -0.2500 -1.1651 -0.1830
H 3.9661 -0.4511 1.8276
C 3.2477 0.1828 -1.7354
H -2.0351 4.4702 0.1517
H 2.9678 0.9168 -2.4464
H 2.7365 2.8752 -0.7744
P 2.5133 0.6663 -0.0589
C -1.4891 3.5106 0.3792
H 4.3778 0.2023 -1.6420
C 0.3753 0.0779 -0.1416
N -2.0094 2.4840 -0.1292
C -1.5744 1.2751 -0.0488
*
```

Here are the Mulliken charges for atoms 1 to 5, given in e: 0.2892, 0.4308, -1.4173, 0.3003, -0.3040

***

[5]
A cluster of 2 separate species, C12H19N3O3S in total in a non-equilibrium geometry, computed with ωB97M-V with the def2-TZVPD basis set.

Results
Electronic energy: -1256.56964 Ha
Max |F|: 0.1353 Eh/bohr
Frontier orbital gap (alpha / beta): 4.30 / 4.05 eV
Expectation value of S²: 0.754
Lowest unoccupied orbital energy (alpha / beta): 2.142 / 1.897 eV
Relative energy (zero: lowest compared OMol25 entry of this formula, charge and spin): 416.9 kJ/mol
Highest occupied orbital energy (alpha / beta): -2.2 / -2.2 eV

The geometry in ORCA input format:
```
! wB97M-V def2-TZVPD RIJCOSX def2/J DEFGRID3
* xyz -1 2
C -0.0102 1.0789 0.3493
C -2.8384 1.9046 -0.2626
C -1.3856 0.2596 0.2977
H -2.0185 -1.9125 0.6184
H -1.8582 2.4184 -2.7991
H 0.0162 1.7915 -0.5696
H -0.4235 -3.5704 1.4415
N -2.2129 0.8882 -0.8305
O -0.0720 3.3123 -3.4057
H -1.6799 -1.4564 -1.1280
H 1.2987 -0.2631 2.6039
O -1.0233 0.0903 3.7318
H -0.8778 -3.6530 -1.1776
H 3.4844 0.7441 -0.3177
C 2.0086 0.1706 1.8198
C 0.3767 -2.7257 1.4398
H 2.2936 2.2248 -0.1677
C -1.6085 0.0747 2.6210
O 2.4670 -1.7158 -0.3342
H 0.5549 -2.7706 -2.0937
H 2.9802 -0.4324 1.8507
N -2.2573 0.3889 1.5407
H 0.0552 1.7887 1.2672
H 1.3893 -3.2619 1.4777
S -3.3414 3.3161 0.5014
H 2.1577 1.0224 -1.6369
N 1.3064 -1.0779 -0.3766
H 0.1444 -2.0758 2.3516
H 2.2905 1.2660 2.0720
C -1.3454 3.3784 -3.0231
C 1.3488 0.2340 0.3213
C -1.2862 -1.3058 -0.0468
H -1.5683 3.9538 -2.0975
C 0.1624 -3.1735 -1.0924
H -2.0673 3.8384 -3.7330
C 2.4168 1.1476 -0.5304
C 0.1773 -1.9614 0.0168
H 0.9458 -3.9361 -0.6996
*
```

Here are the Mulliken charges for atoms 1 to 5, given in e: -1.3804, 0.2369, 2.4210, 0.2684, 0.0577

***

[6]
A structure of composition C12H19N3RuS4 in a non-equilibrium geometry, computed with ωB97M-V with the def2-TZVPD basis set.

Results
Electronic energy: -2320.19392 Ha
Max |F|: 0.0495 Eh/bohr
Frontier orbital gap (alpha / beta): 7.42 / 6.34 eV
Expectation value of S²: 8.776
Lowest unoccupied orbital energy (alpha / beta): -3.291 / -5.869 eV
Highest occupied orbital energy (alpha / beta): -10.7 / -12.2 eV

The geometry in ORCA input format:
```
! wB97M-V def2-TZVPD RIJCOSX def2/J DEFGRID3
* xyz 1 6
H -2.6766 -1.0508 2.4984
H 2.3661 1.6015 2.2883
C 0.1137 0.8844 -3.4820
N -4.7758 3.3709 -0.2032
S -1.3417 2.2591 0.1399
N -5.6721 -0.3513 -1.1435
H -0.2240 -0.1380 -3.6080
H 2.5222 -0.3743 -3.1265
H 2.3299 -2.8784 1.0519
H 0.7539 1.1856 -4.3044
C -2.9120 1.5523 -0.3297
S 1.0237 1.0964 -1.9203
C -3.1757 0.2600 -0.7257
C -3.9505 2.5597 -0.2461
N 1.7036 -1.0815 0.0897
C 1.0457 -1.7543 2.3409
Ru -0.1586 0.1605 -0.0122
H -1.8438 -2.4216 1.7456
H 0.6560 -2.8290 0.5151
H 0.2981 2.9451 2.2601
H 2.7922 2.2219 0.6101
H -0.7429 1.5467 -3.4324
S -0.3652 -0.5678 2.3029
H -1.7191 -2.1424 3.5067
C 2.1000 2.2229 1.4427
H 3.2680 0.3232 -1.7048
S -1.9667 -1.1315 -0.9626
C 1.4474 -2.2372 0.9666
C 2.0722 -1.4252 -1.2954
H 0.7241 3.5655 0.5819
C -4.5615 -0.0755 -0.9734
H 2.4747 -0.5542 0.4938
C -1.7919 -1.6759 2.5299
H 1.8618 -1.2177 2.8216
H 0.7800 -2.5829 2.9907
C 0.9901 2.9440 1.4275
H 1.2392 -1.9682 -1.7338
H 2.9492 -2.0791 -1.3272
C 2.3663 -0.1628 -2.0729
*
```

Here are the Mulliken charges for atoms 1 to 5, given in e: 0.3523, 0.3414, -1.0044, -0.3658, -0.4112